This record from the OMol25 dataset describes a 2-piece molecular cluster, C4H7NS overall in a non-equilibrium geometry. The level of theory is ωB97M-V/def2-TZVPD.

The geometry in XYZ format:
```
13
Properties=species:S:1:pos:R:3:forces:R:3
C -1.9088 0.7331 -0.0389 -0.423 2.603 -0.991
C -1.0057 0.2913 -0.9088 -0.780 -1.560 2.133
S -0.1451 -1.2539 -0.7855 -0.946 -0.682 1.238
N -0.0311 -1.5835 0.9124 0.978 0.357 -2.532
H -2.3832 1.7578 -0.3017 0.811 -1.809 0.748
H -2.1579 0.3108 0.9176 -0.150 -0.429 -0.015
H -0.7143 0.9065 -1.6912 0.397 0.767 -1.711
H -0.7860 -2.0390 1.3465 -1.045 -0.173 0.446
H 0.4180 -0.8263 1.3857 0.103 0.268 0.480
C 2.2376 0.6914 0.3092 -0.281 0.074 -0.195
C 2.0629 0.0814 -0.6975 1.145 0.587 0.520
H 2.0816 1.2661 1.1351 0.001 1.081 1.857
H 2.3320 -0.3357 -1.5828 0.191 -1.084 -1.979
```
Positions in Å, forces in eV/Å.

## Properties
Structure (SMILES): C=CSN.C#C
Total charge: 0

This record from the OMol25 dataset describes one molecule with the formula C4H7NS in a non-equilibrium geometry. The level of theory is ωB97M-V/def2-TZVPD.

The geometry in XYZ format:
```
13
Properties=species:S:1:pos:R:3:forces:R:3
C -0.6837 1.2916 0.7847 1.208 0.403 1.307
C 0.8820 1.2044 0.9570 0.060 -0.540 2.212
C 0.7264 0.1643 -0.1967 1.989 -1.945 2.633
C -1.7963 -0.5950 -0.2038 2.226 -1.209 -4.800
N -0.6498 0.1251 0.1823 -0.119 1.083 0.349
S 1.9590 -1.6183 -0.3931 -1.626 2.050 0.077
H 1.5028 2.1720 1.0435 -0.755 -1.863 -0.715
H 1.0135 0.5414 1.9445 -0.146 1.772 -1.993
H 1.0241 0.5404 -1.1006 -0.079 0.872 -2.472
H 2.0487 -1.4098 -1.7316 -0.012 -0.131 0.459
H -2.2308 -1.1939 0.5093 -0.923 -1.028 1.826
H -2.4516 0.0222 -0.7769 -0.825 0.618 0.232
H -1.3442 -1.2442 -1.0186 -0.996 -0.082 0.884
```
Positions in Å, forces in eV/Å.

## Properties
Total charge: 0

This record from the OMol25 dataset describes a 2-piece molecular cluster, C4H7NS overall in a non-equilibrium geometry. The level of theory is ωB97M-V/def2-TZVPD.

The geometry in XYZ format:
```
13
Properties=species:S:1:pos:R:3:forces:R:3
C 2.0196 1.1711 0.1124 0.204 -0.843 1.537
C 1.1186 0.2050 0.1533 -0.296 -0.173 0.048
N 0.1578 -0.5398 0.2405 1.288 0.657 -0.366
C -0.1146 -1.8590 -0.2835 0.253 1.097 -3.716
H 2.7473 1.3580 0.9197 -0.514 -0.510 -0.482
H 2.0358 1.8552 -0.6802 -0.148 0.741 -1.102
H -1.2445 -1.8573 -0.4957 1.853 -0.537 0.065
H 0.2014 -2.5444 0.4018 0.058 -1.933 2.349
H 0.6216 -2.2193 -1.1992 -2.170 1.412 1.616
C -1.7897 1.1565 0.2307 -0.671 -0.133 0.647
S -2.9590 0.1178 0.5693 -0.222 0.110 0.711
H -1.1331 1.7941 0.8019 -0.101 -0.289 1.057
H -1.6613 1.3621 -0.7709 0.467 0.402 -2.366
```
Positions in Å, forces in eV/Å.

## Properties
Structure (SMILES): C=C=NC.C=S
Total charge: 0

This record from the OMol25 dataset describes one molecule with the formula C4H7NS in a non-equilibrium geometry. The level of theory is ωB97M-V/def2-TZVPD.

The geometry in XYZ format:
```
13
Properties=species:S:1:pos:R:3:forces:R:3
C -0.9712 -0.0694 0.2901 -2.944 1.071 0.580
C 3.4770 0.0925 0.1134 -1.929 -2.274 -0.981
C 0.9231 -0.6457 -0.8016 1.940 -0.476 0.586
C -2.3590 0.5007 -0.0030 -0.699 -0.236 -1.005
N -0.3963 -0.6057 -0.6861 0.191 -0.544 -1.025
S 1.8516 0.3754 0.1987 0.371 0.130 -0.429
H -0.4905 0.2352 1.2340 0.024 -0.305 -0.229
H 3.8962 -0.8051 -0.3099 -0.109 -0.159 -0.009
H 4.1091 0.8202 0.4258 1.545 2.178 0.918
H 1.3950 -1.4600 -1.3421 0.022 0.246 -0.123
H -3.1407 -0.0291 -0.6381 1.617 -0.212 0.635
H -2.9466 0.8517 0.8109 -0.035 0.200 1.203
H -2.1490 1.3830 -0.6015 0.006 0.382 -0.120
```
Positions in Å, forces in eV/Å.

## Properties
Total charge: 0

This record from the OMol25 dataset describes one molecule with the formula C4H7NS in a non-equilibrium geometry. The level of theory is ωB97M-V/def2-TZVPD.

The geometry in XYZ format:
```
13
Properties=species:S:1:pos:R:3:forces:R:3
C -0.3766 2.3870 -0.1245 1.309 -2.987 0.846
C 0.1913 1.3286 0.1205 -1.155 1.614 -0.223
C 0.7075 -0.0201 0.4347 -2.069 0.607 0.169
S 2.3639 -0.2872 -0.0226 2.084 -0.034 -0.572
C -0.1594 -1.1405 -0.2556 2.598 -1.282 0.400
N -1.5544 -1.2640 -0.0421 -1.928 2.374 0.318
H -1.0174 3.2167 -0.1654 -0.126 0.683 -0.278
H 0.7564 -0.1346 1.5179 -0.651 -0.024 0.127
H 2.4038 0.7116 -0.8960 0.244 0.106 -0.326
H 0.1553 -1.0782 -1.3255 -0.747 -0.145 0.617
H 0.3500 -2.0868 0.1495 -0.760 1.025 -0.738
H -2.0521 -0.3706 -0.3597 0.920 -1.620 0.284
H -1.7682 -1.2619 0.9687 0.281 -0.315 -0.624
```
Positions in Å, forces in eV/Å.

## Properties
Structure (SMILES): C#C[C@H](S)CN
Total charge: 0

This record from the OMol25 dataset describes C4H7NS as an isolated structure in a non-equilibrium geometry. The level of theory is ωB97M-V/def2-TZVPD.

The geometry in XYZ format:
```
13
Properties=species:S:1:pos:R:3:forces:R:3
C 0.0214 2.4439 -0.2569 2.450 1.703 1.364
C -0.0864 1.2956 -1.2470 -1.833 -2.135 2.292
C -1.3062 0.3359 -1.0464 2.243 -2.063 -1.032
C 0.7979 -0.5918 0.4559 -2.741 0.959 -2.180
H 1.1469 2.1053 0.2354 -2.749 2.127 -1.305
H 0.0150 3.6785 -0.8984 0.120 -4.135 2.445
H -0.6568 2.3970 0.7551 1.242 0.182 -2.998
H 0.3578 1.4047 -2.2051 0.297 0.122 -0.649
H -1.7533 -0.4145 -1.8485 0.816 2.108 1.712
H -1.8748 0.6579 -0.1954 -0.783 -0.179 0.021
H 1.6360 0.0903 0.4461 1.119 -0.711 1.123
N 0.0788 -0.0603 -0.6119 -1.032 1.307 -0.791
S 0.2511 -1.8999 1.2851 0.848 0.713 0.001
```
Positions in Å, forces in eV/Å.

## Properties
Total charge: 0

This record from the OMol25 dataset describes one molecule with the formula C4H7NS in a non-equilibrium geometry. The level of theory is ωB97M-V/def2-TZVPD.

The geometry in XYZ format:
```
13
Properties=species:S:1:pos:R:3:forces:R:3
C -0.2325 1.6814 0.7217 -0.479 1.835 0.143
C -0.1471 0.5028 0.1606 0.141 -2.368 -0.373
C -1.3907 -0.1732 -0.4153 0.864 0.979 0.126
C 1.1621 -0.2971 0.1508 -0.061 0.596 0.408
N 1.1755 -1.5350 -0.3674 0.825 0.524 0.619
S 2.6042 0.2313 0.7658 -0.156 0.540 0.213
H -1.1489 2.3000 0.6497 0.456 -0.737 0.183
H 0.5961 2.1743 1.1983 0.368 -0.098 0.010
H -1.2061 -0.4549 -1.4276 0.040 -0.413 -0.873
H -1.7390 -1.0248 0.1365 0.058 -0.512 0.423
H -2.1839 0.5521 -0.4349 -0.416 0.264 0.011
H 2.0709 -2.0031 -0.2884 -0.353 -0.007 -0.215
H 0.4393 -1.9538 -0.8498 -1.287 -0.602 -0.675
```
Positions in Å, forces in eV/Å.

## Properties
Structure (SMILES): C=C(C)C(N)=S
Total charge: 0

This record from the OMol25 dataset describes one molecule with the formula C4H7NS in a non-equilibrium geometry. The level of theory is ωB97M-V/def2-TZVPD.

The geometry in XYZ format:
```
13
Properties=species:S:1:pos:R:3:forces:R:3
C 0.8477 1.5716 -0.1908 0.173 -2.437 0.060
C 1.5883 0.2936 1.6667 -0.724 0.744 0.600
C 0.1151 -0.7811 -0.4889 1.358 1.870 -3.299
C -1.3372 -0.8536 -0.7632 -2.568 0.835 -2.337
N 1.4654 1.4643 0.8647 -0.456 -0.473 -0.795
S 0.7413 -1.2753 0.9563 0.204 -0.408 1.515
H 0.7827 2.3389 -0.9800 -0.026 -0.228 0.762
H 2.5614 -0.1588 1.6541 0.810 0.849 0.387
H 1.1960 0.5394 2.6862 0.473 -0.532 -0.801
H 0.7455 -0.9789 -1.4524 -0.983 0.295 1.942
H -1.9341 0.0583 -0.3931 0.931 -1.227 -0.608
H -1.9013 -1.7242 -0.3531 0.789 0.374 -0.130
H -1.4677 -0.9268 -1.9589 0.019 0.337 2.704
```
Positions in Å, forces in eV/Å.

## Properties
Total charge: 0

no.,DFT total energy (Ha)
1,-609.396766
2,-609.379629
3,-609.419823
4,-609.422123
5,-609.461448
6,-609.398793
7,-609.533483
8,-609.406819